DFT (ωB97M-V/def2-TZVPD) results for a cluster of 2 separate species, CH2N4O2 in total at a distorted geometry.

Positions of all 9 atoms, in Å:
C -2.27 0.43 -0.10
N 0.92 -1.97 0.22
N 1.42 1.57 0.39
N 1.14 -0.81 0.17
N 1.60 0.18 -0.21
O -2.99 1.29 -0.03
O -1.63 -0.49 -0.05
H 0.09 -2.43 -0.06
H 1.73 2.21 -0.34

Output
structure (SMILES) = [H]/N=N/N=N/[H].O=C=O
E = -11119.5025 eV
multiplicity = 1
ΔE to the lowest compared entry with this formula, charge and spin = 95.0 kcal/mol

Mulliken atomic charge list, values in e, 4 entries: number 1, C, carries 0.563; number 2, N, carries -0.759; number 3, N, carries -0.463; number 4, N, carries 0.809